Formula: C54H106Cl3F4N16O8S4
Source: the OMol25 dataset
Level of theory: ωB97M-V/def2-TZVPD

Calculated values
Lowest unoccupied orbital energy: -5.9 eV
Max |F|: 12.094 eV Å⁻¹
E_HOMO: -13.964 eV
Total charge: +3
HOMO-LUMO gap: 8.0651 eV

```
195
Properties=species:S:1:pos:R:3:forces:R:3:lowdin_charge:R:1
C 4.651 6.778 -2.758 -0.16 -0.25 -0.16 -0.09
C 4.031 6.341 -1.437 0.54 0.44 1.39 -0.25
C 3.824 4.842 -1.097 -0.15 0.17 -0.82 -0.14
C 2.539 4.278 -1.762 1.47 -2.53 -0.70 -0.14
N 2.660 2.759 -2.132 0.83 -0.30 -0.18 -0.17
C 3.900 2.465 -3.020 -1.18 0.68 -0.49 -0.03
C 3.562 1.298 -3.978 0.95 1.08 1.65 -0.15
C 2.054 1.032 -3.839 1.24 1.23 1.09 -0.23
C 1.528 2.309 -3.087 2.04 -0.66 0.28 -0.11
C 2.670 1.949 -0.848 0.98 2.60 -2.48 -0.04
H 4.043 6.475 -3.610 0.20 -0.21 -0.24 0.06
H 5.681 6.432 -2.841 -0.13 -0.44 -0.20 0.08
H 4.759 7.859 -2.846 -0.34 0.08 0.33 0.08
H 3.135 6.911 -1.193 -0.11 -0.07 -0.28 0.09
H 4.718 6.687 -0.664 0.15 0.07 0.11 0.11
H 3.842 4.684 -0.018 -0.65 0.27 0.09 0.12
H 4.729 4.298 -1.366 -0.08 -0.09 -0.61 0.11
H 2.362 4.650 -2.771 0.08 0.75 0.18 0.12
H 1.664 4.357 -1.117 0.43 -0.65 -0.24 0.02
H 4.827 2.382 -2.453 -0.31 0.00 0.06 0.14
H 3.899 3.335 -3.677 0.60 0.35 0.28 0.13
H 4.185 0.424 -3.788 -0.65 1.32 1.01 0.06
H 3.911 1.499 -4.991 -0.24 1.73 1.26 0.09
H 1.827 0.120 -3.287 0.98 0.67 0.57 0.03
H 1.585 0.750 -4.782 -0.27 1.51 0.96 0.04
H 0.629 2.137 -2.496 1.11 0.57 -0.85 0.05
H 1.375 3.118 -3.802 0.80 -0.45 0.50 0.09
H 2.774 0.892 -1.091 0.82 2.29 -1.59 0.05
H 1.712 2.127 -0.359 0.86 0.15 -0.35 0.01
H 3.517 2.198 -0.210 -0.48 1.06 -0.80 0.11
C -0.455 -5.217 -6.260 0.44 -0.21 -0.31 -0.08
C -0.712 -4.358 -5.025 0.46 0.18 -0.35 -0.26
C -1.799 -3.289 -5.217 0.10 0.12 1.02 -0.17
C -1.929 -2.493 -3.927 -1.99 -0.02 -1.10 -0.16
N -3.198 -1.571 -3.933 0.46 0.06 2.04 -0.19
C -3.070 -0.808 -2.560 -1.25 -2.19 -1.42 -0.16
C -4.470 -0.295 -2.342 -0.56 -1.01 1.63 -0.18
C -5.388 -1.459 -2.768 -0.09 0.18 -1.02 -0.11
C -4.597 -2.303 -3.812 1.30 0.40 0.34 -0.04
C -3.295 -0.531 -5.045 0.33 -2.39 0.39 0.05
H 0.256 -4.753 -6.944 -0.24 0.35 -0.15 0.08
H -1.363 -5.449 -6.815 -0.04 0.07 0.08 0.08
H 0.034 -6.166 -6.042 -0.20 -0.04 0.37 0.08
H 0.185 -3.805 -4.746 0.18 0.01 -0.74 0.05
H -0.784 -4.979 -4.133 -1.01 -0.15 0.03 0.12
H -2.767 -3.685 -5.526 0.08 -0.25 -0.15 0.12
H -1.461 -2.538 -5.931 -0.02 -0.34 -0.62 0.12
H -1.095 -1.795 -3.850 -0.31 -0.55 0.48 -0.02
H -2.125 -3.110 -3.050 0.38 -0.11 0.00 0.13
H -2.300 -0.037 -2.540 -3.05 -4.74 -1.95 -0.05
H -2.734 -1.527 -1.813 -0.65 -0.42 -0.02 0.13
H -4.756 0.682 -2.731 -0.02 -0.52 -0.64 0.11
H -4.535 -0.103 -1.271 -0.35 -0.18 0.26 0.11
H -6.296 -1.057 -3.216 -0.11 -0.22 0.16 0.12
H -5.648 -2.131 -1.951 -0.05 0.29 0.06 0.11
H -4.992 -2.459 -4.816 -0.18 0.62 0.08 0.13
H -4.474 -3.317 -3.431 0.59 0.11 0.11 0.13
H -4.171 0.055 -4.765 0.44 0.44 -0.56 0.11
H -3.470 -1.159 -5.918 -0.36 0.49 -0.27 0.10
H -2.304 -0.095 -5.175 -0.38 0.59 0.35 0.07
C 2.215 -0.182 4.406 -0.40 -3.16 1.05 -0.14
C 1.409 -1.439 4.638 -1.03 0.42 0.24 -0.24
N 2.141 -2.600 5.013 1.83 -3.97 2.96 0.00
C 3.530 -2.839 5.084 -0.49 -1.01 0.58 0.01
C 3.745 -4.128 5.600 -0.88 2.53 -1.35 0.01
N 2.493 -4.673 5.779 0.73 1.88 0.84 -0.07
C 1.552 -3.725 5.587 1.61 -0.11 -1.49 0.05
C 2.301 -6.047 6.181 0.14 -1.01 -0.15 -0.02
H 2.835 -0.519 3.576 0.88 0.89 1.49 0.06
H 2.736 0.123 5.313 -0.04 0.24 -0.04 0.13
H 1.579 0.607 4.003 0.36 -2.91 1.30 -0.02
H 0.893 -1.760 3.733 0.23 0.54 0.06 0.08
H 0.638 -1.223 5.378 0.35 -0.63 0.11 0.06
H 4.239 -2.060 4.844 -0.09 -0.21 -0.08 0.13
H 4.664 -4.616 5.889 -0.21 -0.07 -0.27 0.13
H 0.501 -3.948 5.697 0.30 0.35 0.00 0.12
H 3.198 -6.547 6.546 0.22 0.85 0.50 0.11
H 2.089 -6.599 5.266 -0.12 0.04 0.39 0.10
H 1.458 -6.104 6.870 0.49 -0.25 -0.10 0.11
C -0.442 -3.447 2.565 0.15 -0.17 -2.44 -0.09
C -1.168 -2.089 2.755 1.77 -2.27 0.13 -0.20
N -0.581 -1.110 1.837 -0.74 1.97 -1.10 0.04
C 0.051 0.036 2.254 -0.10 0.38 -0.96 -0.14
C 0.328 0.856 1.191 -1.60 -1.82 1.24 -0.15
N -0.186 0.219 0.122 -2.96 -1.88 0.16 -0.05
C -0.764 -0.962 0.499 0.71 0.86 0.70 -0.01
C -0.167 0.618 -1.261 1.34 -0.35 2.63 -0.25
H 0.642 -3.409 2.673 -0.22 0.16 0.33 0.08
H -0.611 -3.797 1.546 0.06 0.14 -0.49 0.09
H -0.872 -4.215 3.208 3.21 1.86 -3.87 -0.03
H -0.976 -1.767 3.778 -0.19 0.14 -0.50 0.05
H -2.246 -2.229 2.671 1.71 0.05 -0.19 0.05
H 0.206 0.243 3.303 -0.04 -1.31 -1.35 -0.05
H 0.663 1.870 1.032 0.62 -1.10 1.09 -0.08
H -1.237 -1.661 -0.175 0.13 0.07 0.25 0.14
H -1.111 0.401 -1.760 3.82 -0.92 4.37 -0.04
H 0.606 0.103 -1.833 -0.20 0.12 1.90 0.00
H 0.120 1.668 -1.315 -1.14 -0.53 0.75 0.02
C -6.161 -3.046 1.878 -0.11 1.53 -1.39 -0.03
C -6.037 -1.509 1.641 -0.28 -0.74 0.95 -0.16
N -5.076 -0.922 2.591 0.93 1.70 0.94 -0.06
C -3.690 -0.966 2.485 -0.70 1.67 1.93 -0.01
C -3.153 -0.249 3.586 -4.31 -1.76 -3.45 -0.07
N -4.224 0.235 4.306 -0.10 -0.59 -1.63 -0.05
C -5.379 -0.157 3.678 0.83 -1.01 0.04 0.01
C -4.004 0.911 5.593 -0.70 -0.40 1.22 -0.01
H -6.340 -3.259 2.932 0.37 -0.24 -0.21 0.09
H -5.295 -3.491 1.387 0.09 -0.51 0.76 0.07
H -7.025 -3.341 1.282 -0.10 -0.28 0.19 0.08
H -7.014 -1.051 1.793 0.17 0.22 0.13 0.12
H -5.705 -1.242 0.638 0.02 -0.18 0.01 0.10
H -3.143 -1.519 1.735 -0.99 0.49 -0.30 0.10
H -2.141 -0.122 3.940 -0.78 -0.06 -0.72 -0.19
H -6.392 -0.155 4.052 0.13 0.56 0.18 0.16
H -3.030 1.369 5.769 -0.03 0.11 -1.22 0.05
H -3.963 0.136 6.358 -0.50 -0.10 0.07 0.11
H -4.797 1.621 5.828 -0.02 -0.18 -0.22 0.10
C 1.063 -2.541 -1.394 -0.84 0.02 -1.85 -0.12
C 1.462 -3.362 -2.570 -0.66 0.31 -0.81 -0.11
N 2.362 -2.530 -3.423 0.27 0.54 -1.33 0.02
C 3.689 -2.225 -3.158 0.67 1.98 -1.89 0.05
C 4.085 -1.305 -4.155 -0.02 -2.60 0.88 -0.04
N 3.035 -1.064 -4.998 -1.13 -3.23 2.96 -0.11
C 1.989 -1.833 -4.512 1.12 0.53 -0.78 -0.04
C 2.997 -0.127 -6.065 -0.38 -1.15 -2.86 -0.02
H 1.968 -2.075 -1.004 -1.26 0.08 -1.11 0.02
H 0.608 -3.204 -0.658 -0.27 0.24 -1.31 0.09
H 0.334 -1.769 -1.641 0.31 -0.10 -0.43 0.05
H 0.570 -3.609 -3.146 0.49 0.06 0.02 0.08
H 1.923 -4.305 -2.276 0.37 0.30 -0.31 0.14
H 4.255 -2.531 -2.291 -0.25 -0.28 -0.23 0.12
H 5.032 -0.841 -4.384 0.16 -0.68 0.26 0.15
H 1.012 -1.760 -4.966 0.09 -0.33 0.26 0.12
H 3.186 -0.723 -6.958 0.04 0.46 -0.37 0.13
H 3.714 0.688 -5.959 -0.38 -1.44 -0.98 0.09
H 1.994 0.297 -6.110 0.41 -0.29 -0.79 0.11
C 2.258 2.297 3.733 0.90 -0.03 -1.60 -0.05
C 0.777 2.181 4.049 1.46 1.96 0.58 -0.31
N 0.233 3.504 4.175 -2.65 6.18 2.37 0.00
C -0.212 4.304 3.142 -0.75 0.78 0.17 -0.05
C -0.813 5.485 3.612 0.82 -1.41 -1.30 -0.03
N -0.725 5.489 4.946 1.94 -3.17 1.20 -0.11
C -0.028 4.326 5.311 -1.12 -0.74 -1.40 0.07
C -1.222 6.520 5.859 0.03 -0.02 0.43 0.02
H 2.907 2.728 4.496 -0.33 0.56 -0.20 0.11
H 2.382 2.630 2.703 0.19 1.21 0.15 0.09
H 2.628 1.282 3.585 0.83 1.90 -0.30 0.02
H 0.571 1.635 4.970 0.33 0.74 -0.18 0.04
H 0.218 1.700 3.247 0.30 1.16 0.51 0.06
H -0.105 3.971 2.120 -0.10 0.22 0.40 -0.07
H -1.265 6.338 3.128 0.12 -0.32 -0.35 0.13
H 0.057 4.001 6.337 0.22 0.04 -0.10 0.15
H -0.358 6.933 6.379 -0.32 0.16 0.09 0.11
H -1.956 6.116 6.557 0.34 -0.30 0.11 0.10
H -1.780 7.298 5.339 0.46 -0.10 -0.41 0.10
C 0.555 6.313 -1.400 -0.31 -0.05 -2.67 -0.04
C -0.423 6.103 -2.692 0.37 2.04 2.84 -0.11
N -0.802 4.769 -2.923 -2.03 -3.20 0.73 -0.07
C -0.355 4.014 -3.940 -1.59 -1.35 -0.88 -0.05
C -0.891 2.719 -3.819 -0.80 3.12 -0.64 -0.08
N -1.711 2.740 -2.709 0.37 2.50 0.31 -0.01
C -1.694 4.034 -2.181 1.58 -1.26 -0.96 0.02
C -2.445 1.531 -2.334 -1.60 3.71 -0.19 -0.09
H 0.263 5.807 -0.480 -0.56 0.58 -0.06 0.03
H 0.759 7.384 -1.406 -0.36 0.01 0.70 0.09
H 1.504 5.845 -1.662 -0.91 1.19 -0.03 -0.01
H 0.041 6.555 -3.569 -0.10 -0.27 0.00 0.14
H -1.387 6.577 -2.507 0.31 0.73 0.01 0.13
H 0.230 4.539 -4.680 0.12 -0.57 -0.19 0.15
H -0.724 1.806 -4.371 -0.19 0.53 -0.13 0.05
H -2.087 4.365 -1.231 -0.17 -0.23 -0.19 0.13
H -2.891 1.496 -1.340 0.43 0.81 0.32 0.15
H -1.768 0.677 -2.348 -0.67 5.70 -1.94 -0.09
H -3.312 1.411 -2.984 0.88 0.57 -0.40 0.10
Cl -0.900 0.224 4.792 0.65 0.79 5.14 0.52
Cl -0.261 -0.013 -3.487 -1.31 -2.24 -6.02 0.58
Cl 0.016 3.336 0.306 -1.23 2.86 -1.90 0.39
N -1.629 -6.157 3.462 -1.50 4.30 -0.45 -0.21
S -1.081 -6.925 4.624 3.10 -10.84 4.37 0.49
O -1.998 -7.719 5.441 0.93 2.64 -0.84 -0.25
O 0.138 -6.439 5.270 -2.82 0.47 -1.16 -0.34
F -0.502 -8.185 3.765 0.18 1.23 -0.23 -0.20
S -2.014 -4.862 4.381 -6.04 2.66 0.52 0.62
O -0.981 -3.904 4.706 -1.67 -1.53 4.34 -0.34
O -3.183 -5.019 5.246 2.71 0.14 -1.32 -0.22
F -2.638 -3.992 3.140 -2.37 -1.54 0.53 -0.25
N 3.855 -1.486 0.203 1.64 -7.33 -0.74 -0.19
S 2.885 -0.529 0.654 -3.57 9.34 4.42 0.54
O 2.360 -0.470 2.042 1.96 -1.72 -4.91 -0.31
O 1.997 -0.027 -0.364 0.09 -5.31 2.24 -0.39
F 3.910 0.761 0.717 0.45 -1.82 1.23 -0.21
S 2.976 -2.898 0.702 1.60 -3.75 1.80 0.69
O 1.509 -2.959 0.701 4.73 0.70 3.88 -0.35
O 3.731 -3.513 1.773 -1.34 1.05 -1.58 -0.22
F 3.323 -3.749 -0.614 0.36 0.17 0.71 -0.17
```
Positions in Å, forces in eV/Å.